# 1
The following is a DFT calculation (ωB97M-V with the def2-TZVPD basis set) of C15H34I2N2O4P as an isolated structure.

Summary:
max |F|	2.32	eV/Å
LUMO energy	2.449	eV
HOMO	-4.43	eV
gap between HOMO and LUMO	6.88	eV
charge	-1

Each line ends with the Löwdin charge.
CARTESIAN COORDINATES (ANGSTROEM)
C1 5.879 0.597 1.480  0.08
C2 4.676 0.661 1.498  -0.06
C3 3.174 0.518 1.581  -0.46
C4 2.460 1.180 0.371  -0.23
O1 1.287 0.452 0.028  -0.35
P1 1.096 -0.852 1.192  0.47
C5 -0.867 -0.824 0.992  -0.85
I1 -1.664 -2.724 1.729  0.65
C6 -1.519 0.318 1.796  -0.86
C7 -3.013 0.479 1.408  -0.23
I2 -1.502 -0.015 3.954  0.69
O2 2.852 -0.828 1.504  -0.30
H1 6.920 0.415 1.576  0.01
H2 2.928 1.044 2.508  0.12
H3 2.107 2.148 0.759  0.11
H4 3.067 1.310 -0.524  0.10
H5 0.921 0.219 2.165  -0.01
H6 0.965 -1.791 2.277  -0.05
H7 1.247 -1.867 0.186  0.02
H8 -1.162 -0.739 -0.058  0.04
H9 -1.002 1.249 1.570  0.07
H10 -3.111 1.058 0.487  0.07
H11 -3.497 -0.489 1.263  0.01
H12 -3.531 0.973 2.233  0.02
C8 6.517 4.156 -3.285  -0.08
C9 6.386 2.989 -2.308  -0.43
C10 6.383 1.605 -2.976  -0.21
O3 5.185 1.257 -3.645  -0.18
C11 5.007 1.847 -4.915  -0.12
N1 5.202 3.198 -1.473  0.05
H13 5.575 4.390 -3.779  0.06
H14 6.822 5.056 -2.750  0.07
H15 7.267 3.950 -4.053  0.07
H16 7.263 3.016 -1.655  0.13
H17 6.498 0.855 -2.190  0.12
H18 7.240 1.491 -3.657  0.12
H19 5.955 1.932 -5.457  0.09
H20 4.534 2.828 -4.834  0.07
H21 4.336 1.203 -5.485  0.09
H22 5.186 2.490 -0.742  0.04
H23 4.385 2.983 -2.039  0.07
C12 -5.969 -2.195 2.503  -0.07
C13 -6.380 -1.957 1.052  -0.43
C14 -7.844 -2.311 0.741  -0.21
O4 -8.130 -3.696 0.654  -0.19
C15 -8.250 -4.365 1.895  -0.11
N2 -5.439 -2.661 0.179  0.05
H24 -5.761 -3.244 2.707  0.07
H25 -5.053 -1.648 2.726  0.06
H26 -6.743 -1.854 3.196  0.08
H27 -6.274 -0.884 0.859  0.13
H28 -8.084 -1.909 -0.246  0.12
H29 -8.527 -1.831 1.456  0.12
H30 -8.724 -3.731 2.650  0.09
H31 -7.278 -4.709 2.253  0.08
H32 -8.875 -5.245 1.735  0.08
H33 -5.618 -2.406 -0.788  0.07
H34 -5.657 -3.653 0.218  0.07

# 2
The following is a DFT calculation (ωB97M-V with the def2-TZVPD basis set) of a 2-piece molecular cluster, C15H34N4OSi2 overall.

Summary:
max |F|	0.61	eV/Å
structure (SMILES)	C[Si](C)(C)O[Si](C)(C)C.CCCCCCc1nnc(C)nn1
LUMO energy	-0.683	eV
HOMO	-9.33	eV
gap between HOMO and LUMO	8.64	eV
charge	0

Each line ends with the Löwdin charge.
CARTESIAN COORDINATES (ANGSTROEM)
C1 -2.287 6.348 0.020  -0.11
C2 -1.987 5.140 -0.867  -0.26
C3 -1.680 3.856 -0.060  -0.21
C4 -2.767 2.772 -0.171  -0.20
C5 -3.056 2.035 1.143  -0.20
C6 -1.962 1.027 1.511  -0.14
C7 -0.734 1.669 2.099  -0.34
N1 -0.901 2.494 3.135  0.11
N2 0.163 3.079 3.631  0.11
C8 1.340 2.819 3.054  -0.38
C9 2.544 3.546 3.582  -0.03
N3 1.513 1.972 2.041  0.11
N4 0.446 1.370 1.555  0.10
H1 -2.206 7.278 -0.543  0.07
H2 -1.577 6.408 0.844  0.07
H3 -3.294 6.303 0.432  0.07
H4 -2.828 4.956 -1.533  0.10
H5 -1.126 5.375 -1.493  0.10
H6 -1.559 4.121 0.991  0.09
H7 -0.727 3.459 -0.409  0.10
H8 -2.489 2.037 -0.930  0.11
H9 -3.700 3.225 -0.512  0.10
H10 -4.006 1.508 1.049  0.11
H11 -3.181 2.777 1.931  0.10
H12 -2.349 0.310 2.237  0.12
H13 -1.674 0.474 0.620  0.10
H14 2.454 3.635 4.662  0.08
H15 3.455 3.036 3.298  0.07
H16 2.530 4.561 3.186  0.08
O1 0.709 -3.963 -0.781  -0.27
Si1 1.133 -5.014 -1.976  0.34
C10 2.989 -5.246 -1.999  -0.16
C11 0.575 -4.359 -3.638  -0.16
C12 0.317 -6.662 -1.666  -0.17
Si2 0.970 -2.401 -0.319  0.34
C13 0.028 -2.047 1.245  -0.16
C14 0.380 -1.226 -1.651  -0.16
C15 2.792 -2.113 -0.012  -0.16
H17 3.502 -4.324 -2.282  0.02
H18 3.266 -6.018 -2.719  0.03
H19 3.358 -5.549 -1.017  0.04
H20 -0.493 -4.136 -3.631  0.04
H21 0.764 -5.098 -4.420  0.03
H22 1.109 -3.444 -3.903  0.02
H23 -0.771 -6.572 -1.661  0.03
H24 0.627 -7.085 -0.709  0.03
H25 0.595 -7.364 -2.454  0.03
H26 -1.047 -2.183 1.102  0.04
H27 0.211 -1.011 1.532  -0.01
H28 0.347 -2.695 2.064  0.04
H29 0.978 -1.320 -2.560  0.02
H30 0.460 -0.195 -1.298  0.02
H31 -0.663 -1.420 -1.912  0.03
H32 3.371 -2.202 -0.934  0.02
H33 3.187 -2.835 0.705  0.04
H34 2.950 -1.109 0.390  0.03

# 3
The following is a DFT calculation (ωB97M-V with the def2-TZVPD basis set) of a 3-piece molecular cluster, C15H34N5O2 overall.

Summary:
max |F|	8.17	eV/Å
ΔE to the lowest compared entry with this formula, charge and spin	192.8	kcal/mol
LUMO energy	-3.932	eV
HOMO	-12.02	eV
gap between HOMO and LUMO	8.09	eV
charge	+1

Each line ends with the Löwdin charge.
CARTESIAN COORDINATES (ANGSTROEM)
C1 3.966 0.866 -2.253  -0.08
C2 2.879 0.226 -3.330  -0.31
N1 3.285 0.178 -4.669  0.08
C3 1.368 -0.335 -2.882  -0.06
C4 0.317 0.909 -3.068  -0.05
N2 0.959 2.284 -3.005  0.18
C5 -0.253 3.164 -3.237  -0.22
N3 -0.402 4.526 -3.314  0.10
N4 -1.469 2.264 -3.415  0.10
N5 -1.206 0.909 -3.296  -0.05
C6 -2.086 -0.319 -3.356  -0.12
C7 -3.674 -0.029 -3.637  -0.35
C8 -4.470 -1.486 -3.435  -0.10
C9 -4.388 1.015 -2.593  -0.12
H1 3.613 1.974 -1.988  0.09
H2 5.046 0.944 -2.756  0.10
H3 4.022 0.271 -1.238  0.08
H4 2.454 -0.264 -5.159  0.04
H5 1.119 -1.293 -3.518  0.13
H6 1.414 -0.613 -1.746  0.11
H7 -0.738 4.935 -4.235  0.15
H8 -0.230 5.217 -2.547  0.14
H9 -2.402 2.690 -3.609  0.16
H10 -1.929 -1.025 -2.412  0.16
H11 -1.697 -0.958 -4.287  0.16
H12 -3.846 0.254 -4.771  0.14
H13 -5.165 -1.685 -4.376  0.10
H14 -3.716 -2.400 -3.371  0.09
H15 -5.182 -1.490 -2.501  0.09
H16 -3.676 1.324 -1.716  0.09
H17 -5.460 0.652 -2.212  0.10
H18 -4.619 2.003 -3.223  0.08
C10 1.239 -1.035 1.377  -0.06
C11 2.104 0.105 1.888  -0.49
C12 1.348 0.973 2.881  -0.05
O1 2.527 0.906 0.787  -0.08
H19 0.353 -0.653 0.857  0.07
H20 1.792 -1.644 0.654  0.07
H21 0.910 -1.680 2.199  0.07
H22 3.004 -0.300 2.363  0.15
H23 0.467 1.427 2.414  0.08
H24 1.979 1.797 3.231  0.09
H25 1.023 0.389 3.748  0.05
H26 1.735 1.270 0.359  0.08
C13 1.883 -2.605 6.545  -0.06
C14 0.717 -1.629 6.535  -0.49
C15 -0.549 -2.273 7.077  -0.06
O2 0.486 -1.183 5.201  -0.08
H27 1.672 -3.474 5.913  0.08
H28 2.784 -2.131 6.141  0.08
H29 2.096 -2.954 7.560  0.08
H30 0.969 -0.748 7.136  0.14
H31 -0.846 -3.131 6.464  0.08
H32 -1.383 -1.563 7.053  0.08
H33 -0.409 -2.613 8.108  0.08
H34 0.262 -1.958 4.660  0.09

# 4
The following is a DFT calculation (ωB97M-V with the def2-TZVPD basis set) of C15H35AgClN5O5 as an isolated structure.

Summary:
max |F|	4.66	eV/Å
ΔE to the lowest compared entry with this formula, charge and spin	18.7	kcal/mol
LUMO energy	0.410	eV
HOMO	-7.87	eV
gap between HOMO and LUMO	8.28	eV
charge	0

Each line ends with the Löwdin charge.
CARTESIAN COORDINATES (ANGSTROEM)
Ag1 -0.858 0.259 0.453  0.66
Cl1 -0.369 2.855 1.604  -0.43
C1 2.523 -1.623 0.368  -0.01
C2 1.935 -0.867 1.515  -0.55
O1 0.749 -0.974 1.778  -0.05
N1 2.733 0.011 2.176  0.01
C3 2.534 0.643 3.417  -0.07
H1 2.229 -1.374 -0.652  0.07
H2 2.120 -2.627 0.503  0.09
H3 3.586 -1.670 0.607  0.08
H4 3.664 0.061 1.786  0.13
H5 3.363 0.324 4.048  0.09
H6 1.502 0.527 3.748  0.09
H7 2.594 1.716 3.231  0.08
C4 -1.262 1.219 -4.183  0.01
C5 -1.012 1.766 -2.680  -0.47
O2 -1.431 1.098 -1.735  -0.05
N2 -0.225 2.843 -2.529  0.02
C6 0.406 3.608 -3.575  -0.09
H8 -0.373 0.734 -4.585  0.07
H9 -1.481 1.956 -4.956  0.06
H10 -2.026 0.442 -4.143  0.06
H11 0.244 3.012 -1.651  0.11
H12 1.169 2.976 -4.030  0.09
H13 0.705 4.579 -3.181  0.09
H14 -0.265 3.999 -4.341  0.08
C7 -5.193 -1.347 2.389  -0.01
C8 -3.733 -1.387 2.449  -0.54
O3 -3.057 -0.863 1.485  -0.06
N3 -3.214 -2.085 3.418  0.01
C9 -1.820 -2.157 3.630  -0.07
H15 -5.768 -1.683 3.252  0.08
H16 -5.570 -1.931 1.549  0.09
H17 -5.508 -0.385 1.987  0.10
H18 -3.846 -2.562 4.045  0.15
H19 -1.471 -3.014 4.207  0.10
H20 -1.550 -1.204 4.084  0.10
H21 -1.279 -2.076 2.688  0.05
C10 3.588 4.407 1.236  -0.01
C11 3.655 3.192 0.283  -0.55
O4 4.757 3.041 -0.253  -0.01
N4 2.621 2.400 -0.036  0.01
C12 2.648 1.274 -1.032  -0.05
H22 2.553 4.593 1.523  0.05
H23 3.824 5.381 0.808  0.08
H24 4.234 4.178 2.084  0.08
H25 1.737 2.646 0.385  -0.03
H26 2.656 1.617 -2.066  0.08
H27 1.725 0.767 -0.751  0.05
H28 3.543 0.675 -0.860  0.08
C13 -1.541 -3.743 0.115  0.02
C14 -1.195 -2.941 -1.069  -0.64
O5 -0.511 -1.981 -0.963  0.05
N5 -1.795 -3.324 -2.147  0.01
C15 -1.521 -2.810 -3.471  -0.03
H29 -2.272 -4.505 -0.153  0.07
H30 -2.075 -3.262 0.934  0.07
H31 -0.671 -4.286 0.486  0.10
H32 -2.483 -4.059 -2.065  0.14
H33 -2.302 -3.218 -4.113  0.10
H34 -0.485 -3.119 -3.605  0.09
H35 -1.435 -1.723 -3.445  0.07